58
Properties=species:S:1:pos:R:3:forces:R:3 method="wB97M-V/def2-TZVPD" total_charge=+2 homo_lumo_gap_ev=7.3473 molar_mass_g_mol=663.78
Pb 0.2442 0.0597 -0.6127 -0.298 0.189 0.182
C 3.0685 -3.1202 1.9305 0.177 -0.003 -0.153
C 2.0125 -2.2633 1.3143 0.754 -0.062 -0.460
N 2.1148 -1.6304 0.2004 -0.751 0.069 0.271
N 3.2256 -1.6788 -0.5601 1.414 -0.661 0.178
C 3.2717 -1.2425 -1.8449 -0.205 0.105 -0.253
N 4.4103 -1.4293 -2.5143 0.064 -0.054 0.303
S 1.9871 -0.5040 -2.6401 0.304 -0.084 -0.543
C 0.7507 -2.1180 2.0585 -0.754 -0.038 0.643
C 0.4634 -2.8815 3.1941 0.148 0.175 -0.276
C -0.7237 -2.6601 3.8788 -0.205 0.203 -0.198
C -1.6004 -1.6939 3.4091 0.136 -0.121 0.022
C -1.2496 -0.9957 2.2616 -0.038 -0.053 0.255
N -0.1143 -1.1984 1.6144 0.199 -0.284 0.416
H 4.0086 -3.0867 1.3882 0.073 -0.109 0.106
H 3.2609 -2.7999 2.9525 0.036 0.017 0.043
H 2.7395 -4.1582 1.9660 0.007 -0.059 -0.028
H 4.0393 -2.1808 -0.2018 -0.297 0.160 -0.181
H 5.2469 -1.8180 -2.1065 -0.054 -0.050 0.026
H 4.4611 -1.1154 -3.4723 -0.046 -0.002 0.119
H 1.1393 -3.6378 3.5564 0.133 -0.045 -0.014
H -0.9628 -3.2361 4.7622 0.028 -0.013 0.002
H -2.5322 -1.4878 3.9110 -0.077 0.020 0.031
H -1.8988 -0.2357 1.8476 -0.165 0.056 -0.019
N 1.3848 1.5809 1.1761 0.214 0.123 0.183
C 1.2802 2.9884 0.8761 0.062 0.348 0.333
C 1.6088 3.9388 1.8115 -0.064 -0.305 -0.222
C 1.5109 5.3087 1.5319 -0.097 0.173 -0.219
C 1.0970 5.7224 0.2975 0.055 -0.018 0.159
C 0.7769 4.7797 -0.7025 0.007 -0.338 0.055
C 0.4092 5.1582 -2.0110 0.006 -0.340 -0.139
C 0.1329 4.1911 -2.9430 -0.056 0.242 0.089
C 0.1821 2.8472 -2.5523 0.135 0.094 0.224
N 0.5094 2.4575 -1.3399 0.134 0.142 -0.257
C 0.8426 3.3870 -0.4105 0.015 0.657 0.088
H 1.0150 1.3974 2.1063 0.091 -0.026 -0.101
H 2.3668 1.3164 1.1897 -0.015 -0.049 0.067
H 1.9628 3.6315 2.7847 0.016 -0.108 0.103
H 1.7782 6.0233 2.2954 -0.026 0.070 0.020
H 1.0107 6.7730 0.0723 0.036 0.154 -0.069
H 0.3769 6.2057 -2.2718 -0.040 0.096 -0.015
H -0.1318 4.4463 -3.9566 -0.006 0.020 -0.084
H -0.0292 2.0586 -3.2628 -0.078 -0.050 -0.150
N -3.9680 -0.2391 -2.6131 -0.228 0.112 -0.194
C -2.7335 0.2567 -2.4254 0.113 0.024 0.096
N -2.0238 -0.4448 -1.5738 -0.369 0.163 -0.618
C -2.8318 -1.4950 -1.1875 -0.808 -0.115 -0.340
C -2.5715 -2.5829 -0.3613 -0.090 0.028 -0.077
C -3.5826 -3.5003 -0.1857 0.138 -0.045 0.119
C -4.8306 -3.3471 -0.7958 -0.115 0.080 -0.148
C -5.1048 -2.2884 -1.6365 -0.023 0.035 -0.030
C -4.0804 -1.3703 -1.8354 0.401 -0.407 0.521
H -4.6758 0.1406 -3.2248 0.107 -0.023 0.063
H -2.3716 1.1295 -2.9370 -0.071 0.190 -0.077
H -1.6073 -2.7088 0.1020 0.137 -0.098 0.065
H -3.4083 -4.3697 0.4266 0.007 -0.107 0.119
H -5.5913 -4.0887 -0.6167 -0.112 -0.087 0.002
H -6.0655 -2.1907 -2.1193 -0.057 0.008 -0.037



56
Properties=species:S:1:pos:R:3:forces:R:3 method="wB97M-V/def2-TZVPD" total_charge=0 homo_lumo_gap_ev=8.0008 smiles=Oc1ccc(O)cc1.Oc1ccc(O)cc1.Oc1ccc(O)cc1.Oc1ccc(O)cc1 molar_mass_g_mol=440.45
C -1.8045 -4.5804 1.3360 3.383 1.003 0.718
C -0.6149 -3.7071 1.8019 -2.568 -2.562 -2.588
C 0.5191 -3.5011 0.9934 -2.749 -3.079 -1.418
C 0.4356 -4.1355 -0.2902 -1.605 -1.247 0.418
C -0.5949 -5.0295 -0.7638 1.454 2.394 -0.899
C -1.6585 -5.2571 0.0733 -2.361 -0.183 1.943
O -2.6141 -6.1411 -0.4272 1.330 0.820 -0.827
O 1.5418 -2.8116 1.4819 0.975 1.326 0.940
H -2.6096 -4.7832 2.1273 1.169 0.312 -1.665
H -0.6595 -3.3032 2.7710 -0.072 0.499 1.102
H 1.1673 -4.0592 -1.0212 1.774 0.725 -0.948
H -0.6471 -5.2861 -1.9125 0.315 0.119 2.736
H -3.2515 -6.4598 0.1869 -0.558 0.009 1.100
H 2.4320 -2.9819 1.1640 -0.303 -0.383 -0.516
C 0.3107 0.1071 1.0507 -0.169 3.620 -0.388
C 0.6423 1.3334 1.7308 0.254 0.124 -1.684
C 0.5924 2.4707 0.9298 0.194 0.954 -0.573
C 0.1665 2.4114 -0.4721 0.466 2.038 -0.288
C -0.1709 1.2347 -1.0756 0.681 -1.520 2.971
C -0.1062 0.0509 -0.2492 -0.130 1.091 -1.589
O -0.4531 -1.1544 -0.8468 0.400 0.479 0.645
O 1.0131 3.7242 1.3906 -0.317 -0.750 -0.104
H 0.2118 -0.7198 1.6042 0.055 -3.171 2.007
H 1.0798 1.4141 2.7574 -0.703 -0.366 -0.988
H 0.1469 3.3281 -1.2127 0.226 -1.538 2.222
H -0.4078 1.1740 -2.0965 -0.386 -0.040 -1.159
H -0.1672 -1.8249 -0.2002 -0.473 -0.195 -0.608
H 1.2308 3.7225 2.3491 -0.221 -0.406 -0.832
C 1.6001 -3.0478 -5.0447 -2.152 4.365 4.023
C 0.6720 -1.9911 -4.3014 0.211 -4.471 -8.135
C -0.5136 -1.5726 -4.9813 2.262 -1.513 3.542
C -0.8074 -2.1973 -6.2033 -1.374 1.437 -0.911
C 0.1506 -2.9634 -6.8675 -1.816 1.305 0.848
C 1.3090 -3.4043 -6.3067 1.602 -1.958 0.217
O 2.0567 -4.3753 -6.9828 -9.558 3.316 -4.657
O -1.3466 -0.7293 -4.2785 -0.576 0.248 3.406
H 2.4914 -3.2975 -4.4749 -0.085 -0.321 -0.344
H 1.0142 -1.6921 -3.4285 1.100 1.601 4.133
H -1.8240 -1.9475 -6.7102 2.069 -0.455 0.829
H -0.0512 -3.1549 -7.8580 -0.449 -0.967 -2.042
H 2.7912 -4.6031 -6.6526 8.627 -2.205 4.468
H -1.2596 -0.7484 -3.1380 0.177 -0.492 -5.132
C -1.5150 5.4688 4.2495 5.676 -3.702 -0.701
C -0.4492 4.3804 4.1698 -0.792 5.480 1.540
C 0.8751 4.7730 4.5007 -0.835 2.027 -0.165
C 1.1956 6.1131 4.8532 -3.521 0.594 0.674
C 0.0879 7.1154 5.0168 4.566 -0.584 0.414
C -1.1435 6.7587 4.5337 -3.303 1.022 1.086
O -2.2047 7.7052 4.6816 0.512 0.016 -0.307
O 1.8030 3.7952 4.4265 5.447 -1.125 0.152
H -2.4454 5.1174 3.9814 -2.145 -0.098 -0.356
H -0.6694 3.3725 4.0427 -0.554 -1.504 -0.488
H 2.1925 6.3079 5.2141 0.104 0.299 -0.027
H 0.3757 8.1171 5.5750 -1.034 -2.122 -1.665
H -3.0639 7.4973 4.2450 1.417 -0.380 0.320
H 2.9480 3.9673 4.5583 -5.637 0.114 -0.452



58
Properties=species:S:1:pos:R:3:forces:R:3 method="wB97M-V/def2-TZVPD" total_charge=+1 homo_lumo_gap_ev="7.2699 / 7.5171" spin_multiplicity=4 s2=3.770 molar_mass_g_mol=675.22
V 0.8296 -0.0024 -1.2495 -0.315 0.862 2.004
C 3.0070 0.3155 -1.9023 0.502 0.348 -0.778
C 3.7780 -0.3386 -0.9496 0.207 -0.861 0.139
C 4.1287 0.2836 0.2513 -0.284 0.354 -0.364
C 3.5753 1.5186 0.5719 -0.210 -0.507 0.134
C 2.6314 2.0912 -0.2890 0.011 0.491 -0.517
C 2.4320 1.5614 -1.5820 0.785 0.933 0.127
H 2.9355 -0.0954 -2.9178 -0.008 0.185 0.394
H 4.1520 -1.3507 -1.1573 -0.019 0.565 -0.015
H 4.8651 -0.1717 0.8922 -0.036 -0.138 0.188
H 3.8629 1.9882 1.5118 -0.249 0.036 -0.262
H 2.1394 3.0336 -0.0206 0.248 -0.371 -0.135
H 1.9333 2.1777 -2.3453 0.044 -0.462 0.409
C -1.6905 -1.3084 0.6147 -0.935 0.291 0.312
C -1.5421 -1.8624 -0.7960 0.011 0.817 -0.705
N -0.1592 -1.8228 -1.3070 0.726 -0.911 0.188
C 0.6092 -3.0639 -0.9273 0.757 0.662 -0.540
C 1.0406 -3.1582 0.5566 -0.637 -0.225 -0.320
C -0.1784 -1.6958 -2.7673 0.542 -0.676 -1.222
C -0.7469 -0.3656 -3.2962 -0.873 -0.289 -0.372
N -0.5403 0.7231 -2.3460 0.390 -0.452 0.171
C -1.1759 1.9227 -2.5606 -1.116 0.626 -0.738
C -1.3545 2.8751 -1.5257 0.624 -0.759 0.461
F -0.8948 2.5427 -0.2582 -0.266 0.434 -1.292
C -1.9796 4.0838 -1.7505 -0.827 1.085 -0.927
F -2.0956 5.0123 -0.7913 0.287 -0.488 0.279
C -2.5562 4.4317 -2.9924 0.540 -0.909 0.110
C -2.4650 3.4537 -3.9819 -0.371 0.254 -0.507
F -3.0328 3.6332 -5.1940 0.244 0.191 0.598
C -1.8048 2.2512 -3.8001 0.671 -0.638 0.845
F -1.7517 1.3369 -4.8161 -0.259 1.283 0.305
H -2.4815 -0.5375 0.5941 0.228 -0.443 0.169
H -2.0017 -2.0806 1.3541 0.404 0.574 -0.449
H -0.8079 -0.7512 0.9726 -0.219 -0.579 -0.191
H -1.8603 -2.8818 -0.9189 -0.455 -0.600 0.231
H -2.1143 -1.2759 -1.5436 0.045 -0.229 0.819
H 0.0002 -3.9104 -1.2609 0.094 -0.149 0.286
H 1.5091 -3.0590 -1.6060 -0.648 -0.050 0.827
H 0.2093 -3.4378 1.2326 0.379 0.232 -0.434
H 1.8065 -3.9277 0.6473 -0.063 -0.091 -0.042
H 1.4901 -2.2373 0.9359 -0.096 0.143 -0.141
H 0.8542 -1.8390 -3.1680 -0.488 0.130 0.484
H -0.7481 -2.5161 -3.2300 -0.042 0.062 0.084
H -0.2190 -0.1671 -4.2447 -0.530 -0.225 0.221
H -1.8389 -0.5050 -3.4800 0.808 0.114 -0.117
H -3.0277 5.4096 -3.1793 0.287 -0.722 0.250
Br -2.9686 0.6305 3.3557 0.571 -0.149 0.051
C -1.6067 -0.1433 4.4535 0.259 0.221 -0.119
C -2.0650 -0.8155 5.5750 0.277 0.187 0.443
C -1.1896 -1.2464 6.5626 -0.107 0.166 -0.625
C 0.1611 -1.0409 6.4053 0.628 -0.015 -0.047
C 0.6594 -0.4336 5.2594 -0.192 0.011 -0.474
C -0.2250 0.0228 4.2627 -0.090 -0.128 0.597
I 0.5944 1.0597 2.6395 -0.034 -0.021 0.093
H -3.1178 -0.8995 5.7394 -0.462 -0.139 -0.066
H -1.5539 -1.7270 7.4444 -0.277 -0.180 0.356
H 0.8485 -1.3549 7.1842 -0.020 0.015 -0.134
H 1.7414 -0.3356 5.1387 -0.439 0.132 -0.043



60
Properties=species:S:1:pos:R:3:forces:R:3 method="wB97M-V/def2-TZVPD" total_charge=-1 homo_lumo_gap_ev=8.9742 molar_mass_g_mol=601.48
O -3.7644 -0.1559 5.0646 1.699 -1.314 -2.260
S -3.1179 -1.2258 4.2631 -1.933 0.469 4.506
O -3.6806 -2.5367 4.6455 1.434 1.963 -2.071
F -3.5360 -0.8554 2.7138 0.818 -0.842 1.194
N -1.4722 -1.0449 4.4633 -1.021 -1.675 -2.269
S -0.5947 -2.1818 3.5920 -1.622 0.269 -2.024
O 0.1566 -1.6173 2.4385 -0.522 -0.194 2.327
O -1.3491 -3.3834 3.1629 1.055 1.403 1.275
P 0.9423 -2.9341 4.9464 0.519 -0.804 0.657
O 0.1246 -3.3495 6.3434 -0.027 1.465 -1.413
Br 2.1757 -1.0697 5.4096 -0.684 -0.339 0.020
H 0.6043 -4.0349 6.7995 0.333 -0.462 0.160
C 0.1841 -0.8815 -1.1631 0.020 -0.027 -0.108
C -0.3373 -2.0685 -0.6635 -0.084 -0.081 0.014
C -0.6732 -3.0981 -1.5345 0.071 0.093 -0.124
C -0.4792 -2.9447 -2.9029 0.017 0.016 0.065
C 0.0457 -1.7584 -3.4008 -0.034 0.015 -0.028
C 0.3737 -0.7250 -2.5314 -0.010 -0.056 0.053
H 0.4424 -0.0779 -0.4845 -0.051 -0.068 -0.054
H -0.4819 -2.1893 0.4016 0.023 0.025 -0.022
H -1.0857 -4.0207 -1.1457 0.005 0.018 0.024
H -0.7369 -3.7498 -3.5809 0.000 0.017 -0.004
H 0.1990 -1.6391 -4.4671 0.000 0.000 0.012
H 0.7782 0.2025 -2.9202 -0.011 0.000 -0.004
C 5.4963 -1.7238 -6.1428 -0.032 0.005 0.029
C 5.2169 -2.9958 -5.6590 -0.020 0.026 0.021
C 4.2622 -3.1673 -4.6641 0.026 0.073 -0.056
C 3.5799 -2.0675 -4.1586 0.020 -0.045 0.034
C 3.8570 -0.7963 -4.6449 0.034 -0.026 -0.035
C 4.8176 -0.6233 -5.6339 -0.019 -0.056 0.007
H 6.2427 -1.5898 -6.9161 -0.007 -0.002 0.009
H 5.7442 -3.8542 -6.0573 0.001 0.013 0.010
H 4.0487 -4.1579 -4.2826 -0.010 0.014 0.000
H 2.8325 -2.2009 -3.3867 0.005 0.017 -0.014
H 3.3238 0.0605 -4.2515 0.004 -0.021 0.015
H 5.0368 0.3689 -6.0088 -0.005 -0.010 0.001
C 2.1009 3.4993 1.0233 -0.006 -0.003 0.017
C 1.6963 2.2002 0.7387 -0.016 0.071 0.113
C 1.0844 1.4302 1.7207 0.013 0.011 -0.139
C 0.8694 1.9629 2.9852 -0.013 0.003 0.071
C 1.2709 3.2622 3.2698 0.033 -0.025 -0.080
C 1.8900 4.0297 2.2902 -0.011 -0.045 -0.023
H 2.5805 4.0982 0.2582 -0.003 -0.001 0.008
H 1.8589 1.7870 -0.2499 0.023 0.005 0.000
H 0.7737 0.4152 1.5050 0.012 0.052 0.177
H 0.3881 1.3626 3.7478 -0.025 -0.039 -0.042
H 1.1014 3.6767 4.2561 -0.005 -0.011 -0.011
H 2.2073 5.0413 2.5137 -0.010 -0.002 -0.008
C -3.4719 2.6360 0.4239 -0.069 0.063 -0.026
C -4.2749 1.9818 1.3502 0.042 -0.014 0.006
C -5.5512 2.4587 1.6208 -0.004 0.072 -0.080
C -6.0284 3.5840 0.9587 0.055 -0.038 -0.001
C -5.2263 4.2358 0.0298 0.007 -0.010 0.013
C -3.9465 3.7642 -0.2349 -0.029 -0.045 0.035
H -2.4756 2.2660 0.2157 -0.001 -0.006 0.027
H -3.9063 1.1024 1.8611 -0.028 0.107 -0.015
H -6.1737 1.9525 2.3478 0.033 -0.015 0.004
H -7.0256 3.9528 1.1671 0.011 0.003 -0.002
H -5.5988 5.1122 -0.4874 0.007 -0.005 0.011
H -3.3189 4.2753 -0.9550 -0.005 -0.008 0.005



Number 1: calculated total energy -53270.0297 eV. Number 2: calculated total energy -41649.7065 eV. Number 3: calculated total energy -142966.4744 eV. Number 4: calculated total energy -140742.1976 eV.